DFT (ωB97M-V/def2-TZVPD) results for the ion C6H6Cl2IN2S with charge +1.

ORCA input file:
```
! wB97M-V def2-TZVPD RIJCOSX def2/J DEFGRID3
* xyz 1 3
C -1.41 0.91 2.01
C 0.15 -0.84 1.84
C 0.81 -0.17 -1.57
C -0.48 -0.95 -1.76
C -0.75 1.09 -0.25
C 0.65 0.54 -0.21
N -0.68 -0.03 2.42
N 0.93 -0.46 0.82
S -1.79 0.25 -1.30
Cl -2.12 2.11 2.83
Cl 0.33 -2.42 2.45
I 2.14 2.16 0.02
H 1.69 -0.81 -1.60
H 0.91 0.58 -2.35
H -0.65 -1.26 -2.79
H -0.55 -1.81 -1.10
H -0.95 2.13 -0.09
H 1.75 -1.02 0.62
*
```

Computed properties:
* ⟨S²⟩: 2.015
* HOMO-LUMO gap (spin up / spin down): 6.2 / 7.0 eV
* E: -53269.2671 eV

***

DFT (ωB97M-V/def2-TZVPD) results for the molecule C6H6ClNO2.

ORCA input file:
```
! wB97M-V def2-TZVPD RIJCOSX def2/J DEFGRID3
* xyz 0 1
O -1.78 -2.53 0.52
C -1.03 -1.59 0.36
C -1.17 -0.06 0.76
C 0.21 0.52 0.46
C 0.66 0.58 -0.97
C 1.05 -0.59 -0.09
C 2.75 -0.88 -0.02
O 3.20 -1.96 -0.16
Cl 3.91 0.53 0.19
N 0.23 -1.74 -0.17
H -2.11 0.33 0.25
H -1.35 -0.03 1.82
H 0.53 1.09 1.26
H 0.08 0.28 -1.77
H 1.35 1.38 -1.25
H 0.56 -2.64 -0.57
*
```

Computed properties:
* SMILES string: O=C1C[C@@H]2C[C@]2(C(=O)Cl)N1
* HOMO-LUMO gap: 10.2 eV
* E: -24425.5612 eV
* energy relative to the best compared isomer or geometry (same formula, charge and spin): 0.0 kJ/mol

***

DFT (ωB97M-V/def2-TZVPD) results for a structure of composition C6H6CsO2.

ORCA input file:
```
! wB97M-V def2-TZVPD RIJCOSX def2/J DEFGRID3
* xyz 1 1
C 1.31 -2.18 -2.07
C 0.73 -1.73 -0.92
O -0.38 -1.52 -0.52
H 0.67 -2.13 -2.96
Cs -1.96 0.30 2.68
O 1.56 -0.07 1.82
C 2.12 -0.93 0.96
C 3.22 -1.54 0.86
C 3.50 -2.91 -1.11
C 2.62 -2.74 -2.17
H 2.21 0.26 2.45
H 4.08 -1.84 1.44
H 3.37 -3.84 -0.54
H 4.55 -2.71 -1.34
H 2.87 -3.20 -3.13
*
```

Computed properties:
* HOMO-LUMO gap: 6.5 eV
* E: -10949.3323 eV
* energy relative to the best compared isomer or geometry (same formula, charge and spin): 519.1 kJ/mol